w) ORCA calculation (the ωB97M-V functional and the def2-TZVPD basis) on a structure of composition C17H23N3O3.

ORCA input file:
```
! RIJCOSX wB97M-V def2-TZVPD def2/J DEFGRID3
* xyz 0 1
C 0.74 -4.75 -6.34
H 0.81 -5.00 -7.32
H -0.43 -4.90 -5.96
C 1.58 -5.43 -5.42
C 1.40 -4.85 -4.14
C 0.27 -5.35 -3.40
O 0.36 -4.96 -2.08
C -0.17 -3.68 -1.65
C -0.45 -2.68 -2.55
C -0.57 -1.29 -2.08
C -0.50 -1.22 -0.58
C -0.29 -2.21 0.19
C -0.05 -3.22 -0.41
H 0.29 -4.20 0.50
H -0.24 -1.83 1.20
C -0.58 0.26 -0.29
N -0.56 0.73 0.89
N -0.79 1.88 1.31
C -0.77 2.33 2.76
O -0.19 1.57 3.58
C -1.13 3.78 2.74
C -0.10 4.43 1.79
O -0.45 4.41 0.66
N 0.93 5.27 2.23
H 0.99 5.78 1.57
C 1.12 5.67 3.64
C 0.68 4.61 4.34
C -0.89 4.20 4.37
H -1.09 3.44 4.84
H -1.31 5.23 4.41
H 0.76 4.71 5.60
H 1.08 3.57 4.20
H 2.24 5.70 3.67
H 0.71 6.63 3.78
H -2.08 3.91 2.43
H -1.08 2.49 0.82
H -1.12 1.09 -1.01
H -0.54 -0.60 -2.71
H -0.42 -2.86 -3.56
H 0.17 -6.62 -3.23
H -0.50 -4.84 -3.83
H 2.56 -5.58 -3.39
H 1.68 -3.95 -4.07
H 1.45 -6.53 -5.57
H 2.55 -5.47 -5.81
H 0.82 -3.55 -6.31
*
```

Orbital gap (eV): 8.14
E_HOMO (eV): -7.72
E_LUMO (Ha): 0.015

x) ORCA calculation (the ωB97M-V functional and the def2-TZVPD basis) on an isolated molecule of C17H23N3O3.

ORCA input file:
```
! RIJCOSX wB97M-V def2-TZVPD def2/J DEFGRID3
* xyz 0 1
C -4.67 -3.32 -1.35
C -3.57 -2.61 -1.14
C -3.10 -2.21 0.23
N -3.09 -0.75 0.35
C -4.25 -0.17 0.83
O -5.22 -0.80 1.17
N -4.20 1.20 0.89
C -3.16 2.05 0.55
O -3.35 3.25 0.69
C -1.97 1.39 0.06
C -0.83 2.11 -0.33
C -0.73 3.60 -0.27
N 0.24 1.48 -0.78
C 1.48 2.07 -1.20
C 2.49 0.97 -1.51
C 2.95 0.14 -0.33
C 2.52 0.29 0.91
C 2.99 -0.53 2.07
C 4.26 -1.31 1.74
C 4.11 -1.97 0.38
C 3.98 -0.89 -0.70
C -1.96 -0.06 -0.04
O -1.01 -0.72 -0.46
H -4.99 -3.59 -2.34
H -5.29 -3.64 -0.53
H -2.95 -2.28 -1.96
H -3.75 -2.60 1.00
H -2.07 -2.54 0.38
H -5.04 1.65 1.24
H 0.05 3.89 0.44
H -1.67 4.04 0.05
H -0.46 3.99 -1.25
H 0.15 0.45 -0.81
H 1.88 2.73 -0.41
H 1.32 2.68 -2.09
H 3.37 1.43 -1.97
H 2.06 0.30 -2.26
H 1.77 1.03 1.16
H 2.18 -1.23 2.34
H 3.15 0.11 2.94
H 5.11 -0.63 1.72
H 4.44 -2.06 2.51
H 3.21 -2.59 0.37
H 4.97 -2.61 0.16
H 4.95 -0.39 -0.83
H 3.72 -1.35 -1.65
*
```

Orbital gap (eV): 9.32
E_HOMO (eV): -8.72
E_LUMO (Ha): 0.022

y) ORCA calculation (the ωB97M-V functional and the def2-TZVPD basis) on an isolated molecule of C17H23N3O3.

ORCA input file:
```
! RIJCOSX wB97M-V def2-TZVPD def2/J DEFGRID3
* xyz 0 1
C 3.29 -1.47 -2.31
C 2.10 -0.90 -1.54
C 2.47 -0.51 -0.10
C 2.72 -1.73 0.77
C 1.33 0.45 0.43
N 1.47 1.66 -0.33
C 0.35 2.54 -0.31
O 0.20 3.50 0.40
C -0.60 2.32 -1.48
N -0.02 2.54 -2.81
C -1.22 0.81 -1.48
C -1.86 0.67 -0.14
C -2.15 1.65 0.70
N -2.64 1.10 1.88
C -2.82 -0.27 1.72
C -3.34 -1.21 2.58
C -3.27 -2.58 2.21
C -2.86 -2.95 0.96
C -2.43 -1.91 0.06
C -2.39 -0.55 0.47
C 1.34 0.65 1.98
O 0.95 -0.34 2.65
O 1.40 1.84 2.49
H 4.05 -0.72 -2.38
H 3.73 -2.39 -1.85
H 2.98 -1.87 -3.38
H 1.69 -0.09 -2.10
H 1.29 -1.68 -1.53
H 3.41 0.02 -0.11
H 1.62 -2.24 0.96
H 3.24 -1.36 1.69
H 3.27 -2.48 0.31
H 0.45 -0.17 0.14
H 2.34 2.14 -0.05
H -1.53 2.82 -1.30
H -0.67 2.24 -3.53
H 0.24 3.53 -2.95
H -0.36 0.12 -1.49
H -1.82 0.68 -2.37
H -1.92 2.65 0.68
H -3.35 1.54 2.47
H -3.74 -1.04 3.56
H -3.56 -3.41 2.92
H -2.70 -3.99 0.69
H -2.07 -2.18 -0.95
H 1.40 2.57 1.74
*
```

Orbital gap (eV): 8.66
E_HOMO (eV): -8.03
E_LUMO (Ha): 0.023

Most favorable structure: x). The second most favorable one is 0.1092 hartree above it.